Entry 1:
Below is a cluster of 7 separate species, C49H83Cl2O27P in total at a distorted geometry, with properties calculated with the ωB97M-V functional and the def2-TZVPD basis.

Properties
- DFT total energy (eV) = -141775.607
- frontier orbital gap (eV) = 4.1217
- net charge = -2
- HOMO level (eV) = -1.01

Each line ends with the Mulliken charge.
CARTESIAN COORDINATES (ANGSTROEM)
C 3.78901 -9.24183 0.78119  -1.092
C 3.97433 -9.02486 2.28912  -0.481
C 4.08667 -7.52819 2.63726  -0.108
C 3.38578 -7.09206 3.92729  -0.860
C 1.91421 -7.51357 4.05759  -1.118
C 1.02609 -7.20893 2.84674  -0.185
C 0.39892 -5.81871 2.87011  -0.562
C -0.43734 -5.53755 1.60419  -1.104
C -0.46922 -4.06071 1.17462  -1.614
P 0.77865 -3.57017 -0.19076  1.120
C -0.07209 -4.55990 -1.57339  -0.525
C -1.49425 -5.07793 -1.45094  -1.038
O -2.45161 -4.00969 -1.37480  -0.295
C 2.14064 -4.92466 0.25408  -0.039
O 2.11239 -6.03485 -0.35789  -0.774
O 3.06655 -4.58882 1.03814  -0.770
O 1.54207 -2.42197 0.94105  -0.772
C 1.72984 -1.13451 0.47437  1.139
C 1.67090 -0.25110 1.74128  -1.094
C 1.95625 1.26564 1.58154  -1.918
C 0.94670 2.14847 2.33577  2.529
C 0.97491 3.58617 1.83451  -1.888
C 1.15897 2.03113 3.86088  -1.553
C 3.22866 -1.17055 -0.00529  -1.454
C 3.93925 0.06538 -0.50725  0.123
O 3.86012 0.58340 -1.58620  -0.625
O 4.80263 0.63379 0.41143  -0.533
C 0.59832 -0.90873 -0.64197  2.012
C 1.20565 -0.77138 -2.05246  -2.856
O 0.18667 -1.11618 -2.98651  0.162
O 0.66891 -0.78387 -4.29421  -0.575
C -0.33758 0.30936 -0.32290  1.518
Cl -0.48481 1.51826 -1.68420  -0.285
C -1.77633 0.04432 0.13614  -0.503
C -1.91493 -0.87074 1.35089  -0.452
Cl -2.83133 -0.46519 -1.22073  0.103
O -0.15403 -2.08831 -0.67692  -0.244
H 3.10834 -8.49841 0.35594  0.184
H 3.38089 -10.23378 0.55768  0.330
H 4.73598 -9.14486 0.24342  0.324
H 4.89382 -9.54201 2.58997  0.449
H 3.14753 -9.50078 2.81876  0.218
H 5.14525 -7.25758 2.70776  0.487
H 3.67876 -6.93092 1.81778  -0.154
H 3.48680 -6.00618 3.99775  0.367
H 3.92019 -7.51926 4.79096  0.377
H 1.88708 -8.58691 4.27301  0.469
H 1.50370 -7.01585 4.94434  0.383
H 0.20583 -7.94396 2.84400  0.268
H 1.55353 -7.33670 1.90102  0.012
H -0.23485 -5.70041 3.75757  0.546
H 1.19276 -5.06804 2.92965  0.068
H -0.12472 -6.20273 0.80098  0.356
H -1.47488 -5.83074 1.84009  0.589
H -0.20978 -3.46557 2.05428  0.583
H -1.48368 -3.75412 0.91271  0.473
H 1.76110 -3.17860 -1.22310  -0.056
H -0.06990 -3.88666 -2.44070  0.162
H 0.55620 -5.41491 -1.82362  0.610
H -1.72389 -5.67074 -2.35473  0.512
H -1.61796 -5.75468 -0.59973  0.399
H -3.31210 -4.40931 -1.22228  0.168
H 2.42930 -0.68942 2.39472  0.716
H 0.73342 -0.38963 2.27703  0.459
H 1.93288 1.53615 0.52068  0.292
H 2.93987 1.52629 1.98080  0.924
H -0.06198 1.76874 2.13616  -0.406
H 0.78794 3.60511 0.75917  0.297
H 0.17896 4.17644 2.29447  0.595
H 1.93603 4.05936 2.05769  0.220
H 2.18516 1.73984 4.07371  0.058
H 0.93550 2.98893 4.33362  0.468
H 0.46337 1.30472 4.28231  0.352
H 3.76301 -1.54912 0.86855  0.987
H 3.31231 -1.95570 -0.75496  0.398
H 4.93256 -0.02099 1.10680  0.375
H 2.02020 -1.49072 -2.15909  1.014
H 1.60309 0.21747 -2.27874  0.526
H 1.54341 -1.20358 -4.31511  0.387
H 0.09571 0.94122 0.43644  -1.888
H -2.16719 1.02619 0.40879  0.720
H -2.75855 -1.54422 1.23714  0.419
H -2.03471 -0.26904 2.25650  0.312
H -1.03597 -1.49484 1.47005  -0.663
C -3.68063 3.16017 -1.46422  -0.913
C -4.96057 3.25670 -0.67901  0.645
C -5.88728 4.37578 -1.10144  -0.525
O -6.55271 4.72080 0.11973  -0.350
C -5.72921 4.37522 1.14403  0.555
O -5.90226 4.70996 2.27406  -0.596
O -4.70725 3.62513 0.70029  -0.215
H -3.08558 2.30644 -1.14777  -0.304
H -3.90016 3.03160 -2.52500  0.403
H -3.07848 4.06091 -1.32880  0.360
H -5.47912 2.29471 -0.67381  0.225
H -6.61805 4.07707 -1.84892  0.311
H -5.33448 5.25157 -1.45265  0.306
C -4.83454 -2.21256 -5.57649  -1.332
C -5.60519 -2.19643 -4.28151  0.709
C -7.11185 -2.13731 -4.42054  -0.469
O -7.50694 -1.41996 -3.24705  -0.380
C -6.45238 -0.65142 -2.85284  0.562
O -6.52344 0.20444 -2.03289  -0.501
O -5.34674 -0.98662 -3.54994  -0.297
H -3.76445 -2.27481 -5.38431  0.152
H -5.12741 -3.07217 -6.18073  0.399
H -5.02339 -1.29826 -6.14118  0.302
H -5.30067 -3.03071 -3.64390  0.185
H -7.59144 -3.11296 -4.43876  0.320
H -7.41426 -1.56161 -5.30046  0.302
C 5.96766 0.55030 5.44519  -1.603
C 5.48053 1.63548 4.52101  1.261
C 6.45292 2.77186 4.27479  -0.500
O 5.58131 3.88337 4.04468  -0.345
C 4.40364 3.62602 4.67274  0.667
O 3.52951 4.41537 4.81545  -0.528
O 4.37156 2.34401 5.10171  -0.381
H 5.21869 -0.23367 5.54647  0.389
H 6.88160 0.10391 5.05181  0.386
H 6.16688 0.95834 6.43725  0.369
H 5.13533 1.21065 3.57379  -0.272
H 7.09398 2.62179 3.40982  0.312
H 7.06434 2.98135 5.15727  0.293
C -0.85163 -2.97753 -6.02896  -1.523
C -1.23333 -3.50839 -7.38306  0.599
C -0.66585 -2.73566 -8.55459  -0.481
O -1.66422 -2.92125 -9.57017  -0.366
C -2.84493 -3.15452 -8.94660  0.610
O -3.90187 -3.16408 -9.49661  -0.564
O -2.65401 -3.37094 -7.63263  -0.224
H -1.26657 -3.59164 -5.23051  0.328
H 0.23107 -2.96609 -5.91591  0.435
H -1.21993 -1.96201 -5.88848  0.319
H -0.99492 -4.57214 -7.47123  0.247
H 0.29086 -3.11238 -8.90663  0.335
H -0.58479 -1.66876 -8.33436  0.319
C 3.23284 8.24729 -1.77373  -1.489
C 2.52327 7.47664 -0.69077  0.520
C 1.97645 6.12639 -1.10862  -0.549
O 0.83747 5.98742 -0.25716  -0.143
C 0.40754 7.21605 0.08174  0.492
O -0.62538 7.44722 0.62440  -0.502
O 1.31670 8.15498 -0.28531  -0.358
H 3.61591 9.19254 -1.39027  0.362
H 4.06987 7.66485 -2.15976  0.377
H 2.54698 8.46896 -2.59226  0.355
H 3.15541 7.37754 0.19570  0.277
H 2.66028 5.29781 -0.94296  0.372
H 1.63943 6.12170 -2.14849  0.282
C -2.49392 9.95976 1.33510  -1.347
C -2.82917 10.18547 2.78407  0.503
C -4.29101 10.44630 3.08096  -0.441
O -4.22984 11.30101 4.23181  -0.342
C -3.03947 11.94640 4.20536  0.659
O -2.75720 12.86634 4.90613  -0.556
O -2.22810 11.40739 3.27311  -0.339
H -1.43692 9.74189 1.20974  0.223
H -3.05522 9.10989 0.94819  0.401
H -2.73427 10.84896 0.74811  0.370
H -2.45310 9.36565 3.40070  0.249
H -4.85817 9.54924 3.31409  0.317
H -4.77968 10.99282 2.26999  0.293

***

Entry 2:
Below is a structure of composition C49H88BNO30Si2 at a distorted geometry, with properties calculated with the ωB97M-V functional and the def2-TZVPD basis.

Properties
- DFT total energy (eV) = -131584.707
- energy above the lowest of the compared OMol25 structures with the same formula, charge and spin (kJ/mol) = 1009.7
- frontier orbital gap (eV) = 9.2311
- HOMO level (eV) = -9.23

Each line ends with the Mulliken charge.
CARTESIAN COORDINATES (ANGSTROEM)
C 2.84604 2.35654 1.15060  -1.067
C 3.49190 0.90717 1.68213  0.421
C 3.60011 1.04844 3.30920  -0.840
C 2.46812 -0.25109 1.13797  0.732
Si 2.54998 -1.93742 2.04805  0.409
C 4.27924 -2.40952 2.76466  0.015
C 3.99319 -3.66284 3.83527  -0.641
N 3.39817 -4.84168 3.40872  -0.306
C 1.39219 -1.75372 3.62806  -0.603
C -0.03208 -1.01434 3.30485  -0.459
C -0.94748 -1.75787 2.15477  -0.165
O -0.97365 -1.03072 0.87653  -0.381
O 1.90489 -3.31365 1.18066  -0.647
Si 2.49588 -3.46621 -0.45520  -0.584
C 1.11121 -2.94148 -1.73674  -0.597
C 1.51578 -1.64405 -2.65167  -0.122
C 0.06443 -0.97554 -3.14619  -0.311
C 0.23792 0.18033 -4.29499  -0.066
O -0.27839 -0.39341 -5.58194  -0.558
C 4.22305 -2.70813 -0.80984  0.381
C 4.60913 -3.14392 -2.37829  -0.604
C 5.82807 -4.28049 -2.30561  -0.103
C 6.59304 -4.47456 -3.77704  -0.184
O 8.07503 -4.55229 -3.60282  -0.517
B 2.70464 -5.40393 -0.75905  0.371
O 3.53504 -6.09941 0.27766  -0.574
O 2.11486 -6.09802 -1.92654  -0.491
H 1.76563 2.40634 1.65474  0.249
H 2.66258 2.37645 -0.00464  0.297
H 3.46223 3.26163 1.57016  0.145
H 4.56041 0.85510 1.15173  0.215
H 4.61559 0.56943 3.71408  0.173
H 3.72037 2.21485 3.53350  0.421
H 2.65455 0.71078 3.90916  0.062
H 1.37111 0.21050 1.23377  0.252
H 2.65047 -0.31305 -0.04125  -0.650
H 5.05233 -2.80886 1.98487  0.188
H 4.80053 -1.57709 3.39941  0.207
H 4.29072 -3.48952 4.97564  0.252
H 3.31867 -5.48051 4.24690  0.220
H 1.99958 -1.29175 4.51698  0.360
H 1.14012 -2.87900 3.92930  0.342
H 0.10776 0.13547 3.01695  0.104
H -0.63952 -0.98915 4.33017  0.411
H -2.05111 -1.78330 2.56447  0.278
H -0.55248 -2.86710 2.08122  0.056
H -0.15623 -1.24296 0.31331  0.003
H 0.06598 -2.81369 -1.18159  0.449
H 0.92469 -3.83887 -2.50311  0.463
H 2.16401 -1.91340 -3.60824  0.217
H 2.07792 -0.78630 -2.08948  0.007
H -0.48898 -0.47924 -2.23718  0.150
H -0.58000 -1.90282 -3.51741  0.284
H 1.33331 0.57040 -4.42815  0.328
H -0.51199 1.06928 -4.03016  -0.211
H 0.53456 -0.63262 -6.14930  0.309
H 5.07686 -3.22246 -0.15223  0.028
H 4.28630 -1.54106 -0.78751  0.066
H 5.07148 -2.21374 -2.93160  0.370
H 3.69716 -3.59098 -2.96018  0.204
H 5.43450 -5.35551 -2.02414  -0.307
H 6.63502 -4.01006 -1.46941  0.354
H 6.26059 -3.68769 -4.57678  0.224
H 6.27123 -5.54074 -4.20206  0.161
H 8.30027 -3.89261 -2.88168  0.326
H 3.02566 -6.91788 0.58238  0.224
H 1.17747 -6.31873 -1.64105  0.290
C -4.84342 2.78842 -5.52363  -1.522
C -4.37418 3.05135 -4.10669  0.706
C -4.00035 4.48114 -3.85575  -0.503
O -3.02988 4.37325 -2.83105  -0.334
C -2.45784 3.13938 -2.96581  0.572
O -1.45110 2.77809 -2.38033  -0.528
O -3.16024 2.36528 -3.84533  -0.230
H -5.13757 1.73930 -5.63524  0.342
H -5.69851 3.41912 -5.78382  0.372
H -4.03842 2.96414 -6.24582  0.386
H -5.12488 2.70117 -3.38793  0.094
H -4.85231 5.07821 -3.51827  0.340
H -3.54161 4.97243 -4.72104  0.284
C 5.50815 -8.59751 -0.85173  -1.294
C 5.56275 -9.96586 -0.20239  0.502
C 5.01045 -9.98947 1.19097  -0.382
O 5.73169 -11.04808 1.79314  -0.334
C 6.92134 -11.13660 1.12625  0.577
O 7.87156 -11.80512 1.49640  -0.555
O 6.90715 -10.37491 -0.00766  -0.351
H 5.88851 -8.65104 -1.87745  0.406
H 4.48552 -8.21006 -0.87960  0.222
H 6.14573 -7.88202 -0.32065  0.343
H 5.06999 -10.70841 -0.84159  0.225
H 3.93669 -10.19687 1.20672  0.301
H 5.20387 -9.06999 1.75459  0.308
C 3.00586 7.45062 0.14486  -1.385
C 4.41163 7.27693 0.68398  0.490
C 5.40433 6.85676 -0.35766  -0.483
O 6.36257 6.13948 0.39782  -0.314
C 5.70672 5.64841 1.49169  0.664
O 6.16876 4.82122 2.25923  -0.565
O 4.46415 6.20351 1.61010  -0.307
H 2.33614 7.79377 0.94069  0.344
H 2.97895 8.17909 -0.67078  0.369
H 2.59963 6.49856 -0.21438  0.331
H 4.73449 8.18877 1.20079  0.245
H 5.86854 7.71277 -0.85564  0.314
H 4.98567 6.18700 -1.11704  0.307
C -6.42837 0.56849 0.67799  -1.358
C -6.89203 -0.18380 -0.55331  0.513
C -5.82638 -1.04046 -1.16775  -0.569
O -6.20252 -1.07352 -2.53190  -0.320
C -6.90238 0.07596 -2.77009  0.657
O -7.21259 0.47750 -3.87887  -0.585
O -7.20562 0.71770 -1.60290  -0.324
H -7.25740 1.14461 1.10275  0.365
H -6.05113 -0.11510 1.44420  0.388
H -5.64366 1.29106 0.42781  0.276
H -7.79248 -0.76655 -0.32445  0.262
H -5.81359 -2.04993 -0.74701  0.315
H -4.82131 -0.61063 -1.09283  0.386
C -5.08195 4.13475 5.71993  -1.604
C -5.54561 3.38246 4.48863  0.806
C -4.47996 2.52580 3.87419  -0.599
O -4.85610 2.49274 2.51004  -0.160
C -5.55595 3.64222 2.27185  0.557
O -5.86616 4.04376 1.16308  -0.535
O -5.85919 4.28396 3.43904  -0.308
H -5.91098 4.71087 6.14469  0.285
H -4.70471 3.45116 6.48614  0.376
H -4.29723 4.85732 5.46975  0.420
H -6.44605 2.79971 4.71749  0.156
H -4.46717 1.51633 4.29493  0.364
H -3.47489 2.95563 3.94911  0.241
C -9.66110 4.69474 5.88047  -1.383
C -9.60651 3.32639 6.52982  0.487
C -10.15881 3.30278 7.92317  -0.506
O -9.43756 2.24416 8.52534  -0.328
C -8.24791 2.15564 7.85846  0.555
O -7.29769 1.48712 8.22860  -0.556
O -8.26210 2.91733 6.72454  -0.143
H -9.28075 4.64120 4.85476  0.306
H -10.68374 5.08218 5.85260  0.389
H -9.02352 5.41022 6.41155  0.338
H -10.09927 2.58383 5.89062  0.213
H -11.23257 3.09537 7.93892  0.331
H -9.96539 4.22225 8.48680  0.313
C -5.93629 7.07075 1.39817  -1.362
C -6.76012 8.28811 1.02889  0.523
C -6.11452 9.58590 1.41095  -0.505
O -7.22629 10.43829 1.61306  -0.323
C -8.27326 9.63427 1.96697  0.632
O -9.33650 10.03926 2.40554  -0.562
O -7.97067 8.31707 1.76808  -0.313
H -6.43943 6.15813 1.06113  0.303
H -4.94254 7.10879 0.94244  0.418
H -5.82667 6.98218 2.48473  0.286
H -7.01300 8.26494 -0.03802  0.267
H -5.46911 9.97572 0.61867  0.314
H -5.54132 9.53239 2.34321  0.322
C 9.11241 -5.29889 -6.93369  -1.350
C 7.76175 -5.62525 -7.53885  0.625
C 7.84825 -6.46381 -8.77834  -0.402
O 6.68506 -6.08595 -9.49086  -0.313
C 6.38299 -4.81323 -9.09492  0.630
O 5.56150 -4.09724 -9.64207  -0.564
O 7.12489 -4.44745 -8.00776  -0.344
H 8.98352 -4.71905 -6.01348  0.234
H 9.67305 -6.20782 -6.69660  0.368
H 9.70974 -4.67848 -7.61102  0.374
H 7.11136 -6.08767 -6.78655  0.120
H 7.83267 -7.53442 -8.55523  0.331
H 8.72465 -6.24173 -9.39732  0.286

***

| no. | LUMO energy (eV) |
| --- | --- |
| 1 | 3.114 |
| 2 | -0.003 |